Density functional theory data (ωB97M-V with the def2-TZVPD basis set) for a 2-piece molecular cluster, C2H4ClN2O2 overall.

Output
Charge: -1
ΔE to the lowest compared entry with this formula, charge and spin, kcal per mole: 76.1
HOMO energy (spin up / spin down), eV: -1.59 / -2.92
Frontier orbital gap (spin up / spin down), eV: 3.32 / 5.52

Each line ends with the natural charge from an NBO analysis.
CARTESIAN COORDINATES (ANGSTROEM)
C (-0.810, -0.302, -0.420)  -0.03
C (2.996, -0.093, 0.454)  -0.84
N (-1.918, -0.843, -0.011)  -0.35
N (-2.971, -0.023, -0.116)  0.59
O (-2.892, 1.064, -0.740)  -0.49
O (-3.974, -0.344, 0.427)  -0.38
Cl (4.098, 0.138, -0.889)  -0.18
H (-0.884, 0.815, -0.565)  0.19
H (0.078, -0.663, -0.180)  0.20
H (3.573, -0.699, 1.175)  0.15
H (2.703, 0.950, 0.864)  0.15